{"formula": "C26H78O13S6", "method": "ωB97M-V/def2-TZVPD", "species": ["C", "C", "O", "H", "H", "H", "H", "H", "H", "C", "C", "O", "H", "H", "H", "H", "H", "H", "C", "C", "O", "H", "H", "H", "H", "H", "H", "C", "C", "O", "H", "H", "H", "H", "H", "H", "C", "C", "O", "H", "H", "H", "H", "H", "H", "C", "C", "O", "H", "H", "H", "H", "H", "H", "C", "C", "O", "H", "H", "H", "H", "H", "H", "C", "S", "O", "C", "H", "H", "H", "H", "H", "H", "C", "S", "O", "C", "H", "H", "H", "H", "H", "H", "C", "S", "O", "C", "H", "H", "H", "H", "H", "H", "C", "S", "O", "C", "H", "H", "H", "H", "H", "H", "C", "S", "O", "C", "H", "H", "H", "H", "H", "H", "C", "S", "O", "C", "H", "H", "H", "H", "H", "H"], "coordinates": [[-0.976, -3.258, -3.048], [-0.961, -4.590, -2.332], [-0.621, -4.318, -0.946], [-1.173, -2.350, -2.905], [-1.398, -3.475, -4.103], [0.130, -3.079, -3.447], [-0.333, -5.399, -2.935], [-2.102, -4.694, -2.362], [-0.297, -5.130, -0.608], [3.352, -3.429, -2.967], [2.606, -2.904, -1.760], [3.253, -1.656, -1.405], [4.291, -3.822, -2.955], [3.355, -2.589, -3.659], [2.807, -4.292, -3.414], [2.657, -3.448, -0.937], [1.543, -2.819, -1.862], [2.663, -1.011, -2.125], [-4.833, 1.487, -0.820], [-4.254, 1.325, 0.724], [-4.093, 2.624, 1.237], [-4.978, 0.399, -1.245], [-4.160, 1.799, -1.433], [-5.828, 1.969, -0.634], [-3.358, 0.701, 0.563], [-5.089, 0.763, 1.229], [-3.333, 2.897, 0.648], [-2.139, 0.725, 5.440], [-1.859, 0.329, 3.920], [-2.321, -0.877, 3.641], [-3.105, 0.395, 5.852], [-2.140, 1.768, 5.657], [-1.543, 0.104, 6.134], [-0.880, 0.416, 3.493], [-2.599, 1.165, 3.561], [-2.004, -1.077, 2.927], [4.207, -0.356, 2.066], [4.171, 0.672, 1.017], [4.002, 1.933, 1.625], [4.311, -1.081, 1.575], [3.280, -0.157, 2.858], [5.117, -0.105, 2.743], [3.409, 0.363, 0.084], [5.218, 0.669, 0.461], [3.316, 2.351, 1.056], [-4.413, -2.387, -2.491], [-4.735, -2.662, -1.035], [-6.252, -2.906, -1.074], [-4.856, -3.143, -3.224], [-3.303, -2.305, -2.468], [-4.962, -1.504, -2.869], [-4.475, -1.767, -0.225], [-4.406, -3.613, -0.601], [-6.429, -3.551, -0.384], [2.112, -0.938, 4.337], [2.128, -2.237, 3.481], [2.098, -3.291, 4.393], [3.046, -0.818, 4.953], [1.271, -0.706, 5.195], [2.146, -0.081, 3.734], [2.901, -2.072, 2.743], [1.227, -2.276, 2.829], [2.506, -4.200, 3.908], [0.336, 4.510, 1.805], [0.986, 4.474, 3.433], [-0.242, 4.534, 4.398], [1.454, 2.755, 3.374], [1.155, 3.993, 1.180], [0.017, 5.434, 1.429], [-0.478, 3.792, 1.959], [1.839, 2.563, 4.514], [2.222, 2.553, 2.437], [0.456, 2.243, 3.077], [-1.052, -4.172, 2.608], [-0.978, -5.519, 3.734], [-2.399, -6.072, 3.940], [0.104, -6.629, 2.763], [-0.117, -3.719, 2.433], [-1.617, -3.314, 2.915], [-1.360, -4.522, 1.738], [0.719, -7.041, 3.586], [0.921, -5.951, 2.180], [-0.457, -7.304, 2.000], [-1.802, 5.807, -1.463], [-1.290, 4.098, -1.446], [-2.031, 3.416, -0.265], [-2.170, 3.566, -2.853], [-2.832, 5.789, -1.108], [-1.696, 6.189, -2.286], [-1.238, 6.364, -0.627], [-3.146, 3.846, -2.653], [-1.842, 2.457, -3.154], [-2.079, 4.091, -3.809], [2.198, 2.290, -5.278], [2.118, 0.565, -4.786], [2.066, 0.315, -3.239], [0.294, 0.435, -5.140], [3.186, 2.704, -4.986], [1.578, 2.722, -4.689], [2.035, 2.246, -6.379], [0.014, -0.616, -5.417], [0.033, 0.929, -6.126], [-0.290, 1.011, -4.460], [4.583, 3.264, -1.448], [2.698, 3.203, -1.599], [2.295, 2.964, -0.173], [2.434, 5.001, -1.819], [4.849, 4.056, -0.905], [5.078, 3.511, -2.427], [4.962, 2.316, -1.019], [2.839, 5.451, -0.964], [1.371, 5.068, -1.795], [2.937, 5.229, -2.791], [0.964, 0.262, 0.426], [-0.292, -1.001, -0.006], [-1.249, -0.973, 1.210], [-1.069, 0.042, -1.228], [0.569, 1.225, 0.730], [1.565, 0.492, -0.356], [1.723, -0.043, 1.232], [-1.866, -0.735, -1.428], [-0.259, 0.299, -1.996], [-1.663, 1.065, -0.799]], "lowdin_charge": [-0.131, -0.268, -0.094, -0.059, 0.114, 0.098, 0.163, 0.115, 0.050, -0.060, -0.311, -0.156, 0.034, 0.069, 0.083, 0.059, 0.063, 0.122, -0.050, -0.297, -0.108, 0.080, -0.059, 0.088, 0.069, 0.121, 0.022, -0.068, -0.332, 0.020, 0.069, 0.049, 0.059, 0.082, 0.132, -0.133, -0.089, -0.372, -0.125, -0.053, 0.094, 0.139, 0.131, 0.133, 0.004, -0.116, -0.249, -0.142, 0.102, 0.042, 0.070, 0.153, 0.099, 0.056, -0.100, -0.344, -0.119, 0.095, 0.142, -0.019, 0.074, 0.090, 0.186, -0.305, 0.793, -0.573, -0.298, 0.046, 0.023, 0.048, 0.117, 0.080, 0.058, -0.264, 0.833, -0.562, -0.286, 0.016, 0.057, -0.009, 0.026, 0.085, 0.085, -0.203, 0.864, -0.532, -0.278, 0.085, -0.056, 0.103, 0.029, 0.102, 0.065, -0.257, 0.918, -0.607, -0.231, 0.072, -0.045, 0.087, 0.068, 0.066, 0.018, -0.173, 0.886, -0.592, -0.217, -0.003, 0.073, 0.053, 0.041, -0.011, 0.076, -0.240, 0.893, -0.538, -0.279, 0.053, -0.042, 0.073, 0.028, 0.053, 0.113], "homo_lumo_gap_ha": 0.27381, "lumo_ev": -0.72, "fmax_ev_per_a": 15.48, "homo_ha": -0.30040}